[1]
Computed, not measured: C27H37I2N4OPbSi2Te as an isolated structure, with ωB97M-V/def2-TZVPD.

Structure (XYZ):
```
75
Properties=species:S:1:pos:R:3:forces:R:3
Pb -1.0399 -0.9297 -1.1630 0.201 -0.180 -0.405
I -5.0809 2.5964 3.7228 0.099 -0.429 -0.795
C -4.2637 1.9976 1.8227 0.072 0.729 1.672
C -3.2175 2.7974 1.3881 -0.297 -0.166 -0.303
C -2.5037 2.3839 0.3038 0.843 -0.644 -1.447
I -0.8434 3.5503 -0.4005 -0.781 -0.575 0.312
C -2.8380 1.1846 -0.4165 -0.970 1.804 0.296
O -2.1542 0.8655 -1.5267 -0.252 -0.479 0.837
C -3.9990 0.4841 0.0020 0.867 -0.413 0.152
C -4.3708 -0.7735 -0.7443 -0.471 -0.150 1.168
N -3.3131 -1.8350 -0.6262 -0.432 -0.320 -1.272
C -3.3470 -2.4454 0.7128 -1.299 0.145 -0.119
C -2.6543 -1.5793 1.7138 1.193 1.503 0.889
C -3.1121 -1.3861 3.0359 0.797 0.692 -0.976
C -2.3760 -0.5489 3.8707 -0.725 -0.186 0.595
C -1.2272 0.0373 3.3918 -0.081 -0.147 1.945
C -0.8602 -0.1216 2.1147 0.165 -0.282 -1.760
N -1.5378 -0.9049 1.2606 -1.177 -0.836 0.626
C -4.6272 0.8329 1.2092 -1.136 -0.008 0.109
H -3.0227 3.7371 1.8541 0.273 0.352 0.324
H -4.5920 -0.5819 -1.7702 0.306 0.171 -0.901
H -5.3185 -1.1695 -0.3271 0.415 0.100 -0.054
H -3.5148 -2.5294 -1.3841 0.216 0.528 1.142
H -2.8847 -3.4076 0.7010 0.547 -0.732 -0.186
H -4.4098 -2.6452 1.0007 0.739 0.298 0.034
H -4.0732 -1.7097 3.3710 -0.358 -0.626 -0.028
H -2.7261 -0.3043 4.8932 0.230 -0.386 -0.767
H -0.5639 0.5523 4.0518 0.059 0.636 0.290
H -0.0159 0.4562 1.7543 0.107 -0.268 -0.431
H -5.4789 0.3062 1.7158 0.914 0.043 -1.090
N -3.5609 2.8098 -6.4862 1.504 -1.553 0.123
C -2.8306 1.9207 -6.2955 -0.497 -0.260 0.764
C -2.0820 0.7041 -5.8106 0.551 1.182 -1.135
C -1.1769 -0.0122 -6.6211 -0.921 1.762 -0.482
C -0.5680 -1.1405 -6.1382 0.056 -0.279 0.386
C -0.8388 -1.5255 -4.8517 -0.824 -0.564 0.819
N -1.6330 -0.7761 -4.0541 1.463 -1.846 1.489
C -2.1574 0.3309 -4.4695 -1.719 1.685 -0.732
H -0.9417 0.4117 -7.6006 -0.194 -0.481 0.144
H 0.0868 -1.7421 -6.7167 0.495 -0.225 -0.597
H -0.4789 -2.5109 -4.4514 -0.264 1.208 -0.280
H -2.7294 0.9810 -3.7774 0.441 -0.721 -0.250
C 5.3494 -2.4861 -1.2030 0.417 0.625 -2.522
Si 3.5515 -2.0073 -1.5632 0.714 -1.539 1.063
C 2.7462 -3.7905 -1.7929 -0.190 1.906 -2.386
C 3.3227 -0.9899 -3.0796 -1.424 0.282 -0.585
C 2.7510 -1.3465 0.0698 1.994 0.755 -0.228
Te 2.6522 0.8132 0.4932 0.344 -0.599 -0.906
C 3.1011 0.7036 2.5670 0.434 -1.469 -0.141
Si 2.9936 2.3378 3.4828 0.253 -0.412 0.764
C 1.3192 3.0966 3.1904 0.533 0.332 0.215
C 4.2208 3.6026 2.8563 -0.402 0.471 0.235
C 3.4873 1.6833 5.2112 0.806 2.602 0.932
H 5.6689 -3.1166 -2.0860 -0.322 0.678 0.586
H 5.2944 -3.2061 -0.4401 0.313 -0.680 1.539
H 6.1611 -1.7284 -1.1014 -0.828 -0.497 0.347
H 3.2508 -4.3144 -2.6538 -0.564 0.617 0.619
H 1.6462 -3.6689 -2.0473 1.148 -0.515 0.529
H 2.9593 -4.3898 -0.9525 -0.244 -0.660 1.226
H 3.4252 -1.5912 -4.0077 0.363 0.415 0.542
H 3.8336 -0.0129 -3.1417 -0.124 -0.592 0.014
H 2.2216 -0.7923 -3.0404 0.506 0.252 -0.193
H 3.4037 -1.7481 0.8787 -0.467 0.218 -0.463
H 1.7957 -1.7718 0.1717 -1.397 -0.512 0.329
H 4.0732 0.1386 2.7853 -1.218 0.899 -0.565
H 2.2773 0.0290 2.8620 0.380 0.309 0.523
H 1.3451 3.4978 2.1828 -0.056 0.208 -0.227
H 1.2092 3.9261 3.8788 -0.050 0.392 0.096
H 0.4271 2.5220 3.2723 -0.630 -0.755 0.137
H 3.9283 4.0438 1.8912 -0.012 -0.120 0.305
H 5.1532 3.0975 2.7003 0.775 -0.159 -0.058
H 4.3822 4.4267 3.5861 -0.131 -0.524 -0.448
H 2.7332 1.1411 5.7424 -0.580 -0.527 0.104
H 3.8442 2.4948 5.9783 -0.642 -1.244 -1.528
H 4.3489 1.0451 5.0501 0.147 -0.239 0.037
```
Positions in Å, forces in eV/Å.

Values from the calculation:
LUMO level ... -3.19 eV
2S+1 ... 1
Charge ... +1

***

[2]
Computed, not measured: a 8-piece molecular cluster, C27H37N7O6S overall, with ωB97M-V/def2-TZVPD.

Structure (XYZ):
```
78
Properties=species:S:1:pos:R:3:forces:R:3
C -7.7209 -13.3531 19.6216 -0.770 -0.274 -0.781
N -7.1444 -13.6554 18.2764 0.186 0.904 0.281
O -7.0436 -12.7103 17.5283 -0.067 0.173 -0.401
O -6.7029 -14.7581 18.0592 -0.120 -0.632 0.058
H -8.2423 -12.4065 19.5549 0.424 0.257 -0.018
H -6.8556 -13.3667 20.2709 -0.357 -0.072 0.473
H -8.5084 -14.0826 19.8001 0.534 -0.410 0.378
O -10.1142 -13.5605 15.3959 -0.063 -0.938 1.086
S -10.7627 -14.3844 16.3708 -0.725 0.287 -0.425
O -11.9265 -13.8673 17.0345 0.698 -0.618 -0.343
O -11.0667 -15.8182 15.6750 0.392 0.986 0.052
C -10.9671 -16.8534 16.6473 -1.245 -0.218 0.110
C -9.9270 -16.4036 17.6565 0.637 -0.359 -0.121
O -9.7810 -14.9793 17.5078 -0.285 0.566 -0.647
H -11.9507 -16.9786 17.1131 0.122 0.143 0.135
H -10.7776 -17.7862 16.1199 0.453 0.120 0.038
H -8.9401 -16.8207 17.4491 -0.012 -0.039 0.047
H -10.2316 -16.6315 18.6754 0.027 0.115 -0.333
C -8.0170 -10.9014 22.7533 -0.166 -0.304 -1.167
C -7.5049 -10.2555 23.8811 1.162 0.438 0.260
C -6.4408 -9.4839 23.4346 0.214 -0.106 0.713
N -6.3353 -9.6403 22.1086 -0.015 -0.218 -1.132
C -7.2836 -10.5003 21.6265 -0.302 -0.056 1.478
H -8.8227 -11.6166 22.8172 -0.090 0.075 -0.375
H -7.7738 -10.4428 24.9063 -0.149 0.201 0.014
H -5.6400 -8.9097 23.8823 -0.449 -0.030 0.522
H -5.5219 -9.3334 21.5961 -0.388 0.101 -0.178
H -7.3390 -10.7138 20.5769 -0.064 -0.065 -0.016
C -6.4672 -13.9183 14.4740 -0.178 -0.484 0.212
C -6.0481 -13.6782 13.1596 0.383 0.570 -1.230
C -6.5317 -14.6730 12.3633 -0.299 -0.939 0.092
N -7.2144 -15.5477 13.1679 0.229 0.052 -0.014
C -7.1447 -15.1259 14.4698 -0.456 1.181 0.039
H -6.3758 -13.2227 15.2882 0.114 -0.271 0.228
H -5.4820 -12.8600 12.7383 0.016 0.108 0.388
H -6.4448 -14.9368 11.3215 0.180 0.372 -0.038
H -7.6912 -16.3406 12.7855 -0.089 -0.195 0.339
H -7.7897 -15.4793 15.2580 0.147 -0.433 -0.088
C -3.7687 -19.1449 15.6150 0.553 0.357 0.812
C -3.7975 -18.1747 16.6773 0.007 0.114 -1.069
C -5.0767 -17.7199 16.7418 -0.628 0.324 1.177
N -5.8394 -18.3870 15.8340 0.095 -1.094 -0.387
C -5.0479 -19.2987 15.1683 0.200 0.030 -0.093
H -2.8266 -19.5746 15.3141 -0.335 -0.408 -0.354
H -2.9400 -17.7620 17.1809 -0.022 -0.060 0.127
H -5.5479 -17.0321 17.4294 0.113 0.154 -0.174
H -6.8235 -18.5764 15.8956 -0.120 0.556 0.106
H -5.4927 -19.9836 14.4663 0.121 0.069 -0.129
C -4.7581 -9.8911 19.0818 0.564 1.384 0.581
C -4.2131 -10.9398 19.8632 -0.573 -0.614 -0.417
C -3.4960 -10.4008 20.8945 0.469 0.012 0.125
N -3.5505 -9.0423 20.7637 -0.376 0.672 -0.832
C -4.2964 -8.7165 19.6517 -0.010 -0.538 -0.206
H -5.4055 -9.8863 18.2226 0.078 -0.453 -0.117
H -4.3870 -11.9797 19.6295 0.198 -0.054 0.302
H -2.8990 -10.8317 21.6800 -0.167 -0.189 0.003
H -3.1590 -8.3197 21.3387 0.348 -0.309 0.245
H -4.3342 -7.7020 19.2912 -0.259 0.038 0.187
C -6.7194 -15.5341 22.4169 0.333 -0.237 1.004
C -6.8733 -16.8985 22.0334 0.512 0.375 -0.707
C -5.9228 -17.1203 21.0561 -0.527 -0.393 -0.353
N -5.2121 -15.9758 20.8595 0.310 -0.270 0.661
C -5.6130 -15.0469 21.7769 -0.481 0.550 -0.588
H -7.2565 -15.0077 23.1909 -0.032 -0.048 -0.037
H -7.5498 -17.6419 22.4172 -0.094 0.080 0.106
H -5.7751 -17.9772 20.4169 0.165 -0.042 0.146
H -4.3908 -15.8977 20.2889 -0.027 -0.030 -0.137
H -5.1434 -14.0773 21.8312 -0.023 -0.020 0.034
C -11.8312 -18.3888 20.5194 1.333 0.656 -0.255
C -11.8365 -16.9857 20.6932 -1.140 1.216 0.485
C -10.5640 -16.5022 20.7810 0.757 -1.224 0.153
N -9.7174 -17.6017 20.6464 -1.025 1.185 0.127
C -10.4890 -18.7055 20.4646 0.110 -1.234 -0.141
H -12.6643 -19.0552 20.4067 -0.049 -0.066 0.002
H -12.6950 -16.3387 20.8254 -0.044 -0.205 -0.184
H -10.1382 -15.5213 20.8967 -0.215 0.089 0.157
H -8.7224 -17.4906 20.7471 0.136 -0.448 -0.172
H -10.0512 -19.6749 20.2742 0.118 0.088 0.178
```
Positions in Å, forces in eV/Å.

Values from the calculation:
SMILES ... C[N+](=O)[O-].O=S1(=O)OCCO1.c1cc[nH]c1.c1cc[nH]c1.c1cc[nH]c1.c1cc[nH]c1.c1cc[nH]c1.c1cc[nH]c1
ΔE to the lowest compared entry with this formula, charge and spin ... 11.61 kcal per mole
LUMO level ... 0.26 eV
2S+1 ... 1

***

[3]
Computed, not measured: C27H37N8O2Re as an isolated structure, with ωB97M-V/def2-TZVPD.

Structure (XYZ):
```
75
Properties=species:S:1:pos:R:3:forces:R:3
Re -0.9566 0.6703 -0.1351 -0.427 -0.415 1.139
N -1.2203 1.5815 1.8786 -0.237 0.034 0.792
C -2.1502 2.7026 2.1736 -0.278 0.988 0.221
C -1.9244 3.7791 1.1056 -0.440 -1.180 0.697
N -1.9318 3.0659 -0.1939 0.587 2.109 -1.000
C -1.1102 3.9084 -1.1352 -0.490 0.321 0.296
C -0.9688 3.1477 -2.4252 -0.101 0.499 -0.651
N -0.4357 1.7941 -2.1336 -0.075 0.466 -1.594
C -3.2977 3.0369 -0.7711 -0.712 0.364 1.329
C -3.9527 1.6858 -0.5304 -0.618 0.464 0.424
N -3.0061 0.5856 -0.9241 -0.895 -0.674 0.388
H -1.4384 0.7845 2.4806 -0.217 0.071 -0.110
H -0.2987 1.8414 2.2170 0.124 0.141 0.052
H -2.0024 3.1185 3.1955 -0.036 -0.431 -0.632
H -3.1931 2.3613 2.1019 0.476 -0.131 0.204
H -0.9852 4.2900 1.2514 0.494 -0.014 0.016
H -2.6909 4.5540 1.1822 -0.032 -0.068 -0.146
H -0.1273 4.1383 -0.6844 -0.280 -0.446 -0.182
H -1.5708 4.9204 -1.2734 0.131 -0.807 -0.096
H -0.2797 3.7039 -3.0633 -0.098 -0.105 -0.182
H -1.9009 3.0000 -3.0053 0.502 0.449 0.449
H 0.5548 1.8985 -2.3027 0.623 -0.206 0.555
H -0.6643 1.2374 -2.9683 -0.210 -0.097 0.470
H -3.2790 3.2971 -1.8185 -0.094 -0.086 -0.140
H -3.8679 3.8461 -0.2501 -0.012 -0.750 -0.639
H -4.9285 1.6387 -1.0751 0.845 -0.248 0.360
H -4.1656 1.5717 0.5520 0.047 -0.153 -0.725
H -3.0033 0.5392 -1.9363 0.105 0.058 -0.354
H -3.4596 -0.3023 -0.6347 0.400 0.417 -0.112
O 5.2944 -2.2583 -3.1510 -3.055 0.427 -0.482
N 4.0788 -2.0615 -3.4329 4.261 -1.293 -1.166
O 3.5799 -2.3631 -4.5182 -0.065 0.680 1.834
C 3.3401 -1.3498 -2.4154 0.161 0.262 1.335
C 4.0161 -0.5514 -1.5079 0.704 -0.132 -2.078
C 3.2723 0.3999 -0.7951 -0.503 0.964 1.828
C 3.8257 1.4850 0.0033 -0.409 -1.493 -0.511
C 3.0184 2.2176 0.8496 1.396 0.467 -0.635
C 1.6670 2.0531 0.7492 -1.704 -0.542 -0.286
N 1.0990 1.0489 0.0481 0.593 0.772 0.217
C 1.8940 0.2350 -0.7439 -1.024 1.322 1.405
C 1.1812 -0.7248 -1.4790 0.162 -1.437 -1.837
N -0.1888 -0.7416 -1.4589 0.072 -1.257 -0.873
C -0.8491 -1.6777 -2.2077 -0.149 1.492 1.276
C -0.1747 -2.6121 -2.9499 1.720 -0.547 -0.723
C 1.2336 -2.5833 -3.0879 -1.436 0.561 0.788
C 1.9304 -1.5611 -2.3514 -0.923 -0.450 -0.487
H 5.1137 -0.4907 -1.4642 -0.568 -0.265 -0.368
H 4.8789 1.6564 -0.1263 0.355 0.169 0.385
H 3.3819 3.0107 1.5004 0.201 -0.167 -0.319
H 1.0164 2.8340 1.1824 0.236 -0.831 -0.019
H -1.9629 -1.6579 -2.2021 1.058 -0.035 0.198
H -0.7461 -3.3654 -3.4701 -0.014 -0.061 -0.091
H 1.7115 -3.3397 -3.7208 -0.013 0.556 0.360
C 3.0785 -3.2760 1.5834 -0.257 0.262 -0.419
N 1.8120 -2.9843 2.2612 0.369 -0.066 0.063
C 1.8898 -3.2419 3.7189 -0.590 -0.537 -1.376
C 1.1042 -1.7598 1.8864 1.293 -0.223 0.368
C -0.3489 -2.0381 1.5164 1.053 0.018 -1.045
C -0.7413 -3.3817 1.6389 -1.399 0.545 -0.170
C -2.0955 -3.6597 1.8974 -0.435 -0.026 -0.767
C -3.0632 -2.6289 1.8061 1.976 0.696 -0.214
C -2.5867 -1.3611 1.3667 -1.991 -0.107 0.229
C -1.2543 -1.0194 1.0807 0.071 -1.073 0.910
H 3.9267 -2.8997 2.1808 0.026 0.078 -0.512
H 3.0419 -2.8567 0.5508 0.255 0.067 0.685
H 3.2479 -4.3495 1.4064 -0.264 0.192 0.422
H 2.5162 -2.5666 4.2644 0.579 0.766 0.247
H 2.2900 -4.2428 3.8537 -0.095 -0.108 0.104
H 0.8870 -3.2022 4.1226 -0.222 -0.090 0.239
H 1.6854 -1.2332 1.0964 -0.422 -0.343 0.452
H 1.1384 -1.0949 2.7920 -0.377 -0.058 -0.693
H -0.0185 -4.1764 1.4202 -0.173 0.420 1.074
H -2.3711 -4.7017 2.1063 -0.091 0.545 -0.128
H -4.1201 -2.7487 2.0027 0.128 -0.192 0.122
H -3.3748 -0.5756 1.3196 0.426 -0.499 -0.176
```
Positions in Å, forces in eV/Å.

Values from the calculation:
ΔE to the lowest compared entry with this formula, charge and spin ... 12.81 kcal per mole
LUMO level (alpha / beta) ... -10.02 / -10.74 eV
2S+1 ... 4
<S²> ... 3.786
Charge ... +3

***

Number 1: energy -2980.35960 a.u., maximum force 3.060 eV/Å. Number 2: energy -2283.74801 a.u., maximum force 1.736 eV/Å. Number 3: energy -1716.74649 a.u., maximum force 4.603 eV/Å.